C7H8O | ωB97M-V/def2-TZVPD

Structure (ORCA input):
```
! RIJCOSX wB97M-V def2-TZVPD def2/J DEFGRID3
* xyz 0 1
C -1.399 1.316 0.402
O -0.927 0.972 1.540
C -0.680 0.001 -0.950
C -1.694 -0.454 -1.479
H -0.164 -0.152 1.591
H -0.966 2.180 -0.125
H -2.493 1.297 0.310
H -2.664 -0.698 -1.829
C 0.784 -0.188 -0.874
C 1.608 0.865 -0.743
C 0.642 -1.162 1.394
C 1.197 -2.218 1.581
H 1.140 -1.108 -1.316
H 1.311 1.767 -0.231
H 2.666 0.757 -0.933
H 1.640 -3.176 1.662
*
```

- ΔE to the lowest compared entry with this formula, charge and spin: 197.4 kcal per mole
- Orbital gap: 7.87 eV
- LUMO level: -0.86 eV

Mulliken population analysis, charges in e, atoms 1 to 4:
1. C -0.38
2. O -0.56
3. C 0.16
4. C -0.38

=====

CH2ClI3Si | ωB97M-V/def2-TZVPD

Structure (ORCA input):
```
! RIJCOSX wB97M-V def2-TZVPD def2/J DEFGRID3
* xyz 0 1
C 1.041 0.202 0.059
Si -0.783 -0.263 -0.008
Cl 1.276 1.967 -0.297
I -1.930 0.507 2.050
I -1.779 0.477 -2.208
I -1.143 -2.708 -0.081
H 1.759 -0.460 -0.614
H 1.559 0.278 1.099
*
```

- SMILES: ClC[Si](I)(I)I
- ΔE to the lowest compared entry with this formula, charge and spin: 7.8 kcal per mole
- Orbital gap: 8.91 eV
- LUMO level: -0.71 eV

Mulliken population analysis, charges in e, atoms 1 to 4:
1. C -0.57
2. Si 0.26
3. Cl -0.15
4. I -0.04

=====

HO3S3 | ωB97M-V/def2-TZVPD

Structure (ORCA input):
```
! RIJCOSX wB97M-V def2-TZVPD def2/J DEFGRID3
* xyz -1 3
O -2.265 -0.246 -0.485
O 2.380 0.875 -0.564
O 1.440 2.049 1.382
S -0.499 -0.692 -0.520
S 0.189 -2.106 0.748
S 1.507 0.809 0.624
H -2.752 -0.688 -1.185
*
```

- ΔE to the lowest compared entry with this formula, charge and spin: 12.5 kcal per mole
- Orbital gap (alpha / beta): 4.71 / 7.22 eV
- <S²>: 2.016
- LUMO level (alpha / beta): 3.28 / 2.01 eV

Mulliken population analysis, charges in e, atoms 1 to 4:
1. O -0.54
2. O -0.48
3. O -0.51
4. S 0.04

=====

no.,E_tot (eV)
1,-9427.6818
2,-45774.3236
3,-38663.2454